1.
Molecular formula: C45H119BF4N7O15
Method: DFT, wB97M-V/def2-TZVPD

The geometry in XYZ format:
```
191
Properties=species:S:1:pos:R:3
C -0.64 0.50 0.16
C -1.63 1.51 -0.42
C -1.49 2.81 0.38
O -1.47 1.63 -1.79
H -1.00 0.16 1.13
H 0.36 0.95 0.18
H -0.56 -0.44 -0.38
H -2.64 1.15 -0.24
H -1.53 2.75 1.47
H -2.33 3.48 0.18
H -0.56 3.33 0.15
C -8.29 1.68 3.34
O -6.95 1.31 3.03
C -6.19 2.38 2.41
C -4.83 1.84 2.24
N -4.15 1.35 3.51
H -3.86 2.13 4.09
H -4.86 0.88 4.06
C -2.95 0.37 3.23
C -2.14 0.12 4.49
O -3.05 -0.43 5.38
C -2.45 -1.29 6.39
H -8.90 1.87 2.45
H -8.24 2.59 3.94
H -8.80 0.85 3.83
H -6.16 3.22 3.10
H -6.63 2.61 1.43
H -4.22 2.54 1.66
H -4.90 1.00 1.55
H -2.40 0.95 2.49
H -3.51 -0.47 2.83
H -1.70 1.03 4.90
H -1.25 -0.49 4.34
H -1.94 -0.70 7.15
H -1.90 -1.99 5.76
H -3.17 -1.91 6.93
C -0.31 3.17 -6.12
O -1.13 3.50 -4.95
C -2.31 4.19 -5.13
C -3.13 4.14 -3.89
N -3.57 2.68 -3.55
H -2.80 2.22 -3.08
H -4.27 2.71 -2.82
C -3.99 1.67 -4.68
C -5.34 1.96 -5.26
O -5.37 3.23 -5.85
C -6.65 3.63 -6.33
H 0.56 2.55 -5.90
H -0.07 4.07 -6.69
H -0.88 2.55 -6.81
H -2.80 3.74 -6.00
H -2.01 5.21 -5.40
H -4.09 4.65 -4.03
H -2.56 4.57 -3.07
H -3.96 0.67 -4.24
H -3.21 1.71 -5.43
H -5.99 1.85 -4.39
H -5.70 1.26 -6.01
H -6.77 3.65 -7.41
H -6.63 4.69 -6.09
H -7.54 3.18 -5.88
C 1.12 2.89 2.91
O 2.47 2.64 3.38
C 2.61 2.05 4.61
C 4.06 1.63 4.89
N 5.11 2.79 4.87
H 5.33 2.82 3.89
H 4.67 3.68 5.04
C 6.37 2.68 5.75
C 6.09 2.80 7.27
O 6.41 1.69 8.12
C 6.80 2.00 9.46
H 1.16 3.50 2.01
H 0.49 3.34 3.68
H 0.59 1.95 2.70
H 1.98 1.16 4.64
H 2.28 2.69 5.43
H 4.36 0.87 4.17
H 4.10 1.19 5.89
H 6.86 3.57 5.37
H 6.75 1.76 5.31
H 5.09 3.13 7.52
H 6.63 3.67 7.66
H 7.48 2.86 9.47
H 7.37 1.17 9.87
H 5.90 2.13 10.06
C -0.07 -4.75 -4.85
O -0.43 -3.69 -3.94
C 0.38 -2.58 -4.18
C -0.10 -1.53 -3.08
N -1.58 -1.22 -2.96
H -1.74 -0.33 -2.52
H -2.00 -1.27 -3.88
C -2.41 -2.25 -2.24
C -3.68 -1.58 -1.62
O -4.43 -0.79 -2.49
C -5.31 -1.43 -3.42
H -0.43 -4.41 -5.82
H -0.73 -5.55 -4.52
H 0.98 -5.04 -4.94
H 0.08 -2.17 -5.14
H 1.45 -2.68 -3.99
H 0.25 -0.52 -3.31
H 0.30 -1.77 -2.10
H -1.82 -2.86 -1.57
H -2.73 -2.90 -3.05
H -3.35 -0.97 -0.77
H -4.30 -2.39 -1.24
H -5.82 -0.72 -4.06
H -6.15 -2.01 -3.03
H -4.94 -2.23 -4.06
C -2.46 6.29 -0.99
O -1.30 5.52 -1.21
C -0.32 6.15 -2.09
C 0.90 5.30 -2.24
N 0.47 3.84 -2.71
H -0.27 3.45 -2.14
H 0.05 3.88 -3.63
C 1.67 2.82 -2.79
C 2.87 3.26 -3.53
O 2.51 3.69 -4.80
C 3.44 4.52 -5.49
H -2.92 6.76 -1.86
H -2.24 7.05 -0.23
H -3.22 5.67 -0.51
H 0.03 7.15 -1.83
H -0.83 6.27 -3.04
H 1.42 5.24 -1.28
H 1.63 5.62 -2.98
H 1.28 1.92 -3.28
H 1.85 2.49 -1.77
H 3.66 2.52 -3.63
H 3.36 4.03 -2.93
H 3.60 4.09 -6.48
H 4.41 4.35 -5.03
H 3.05 5.54 -5.52
C 0.45 -2.71 3.20
O 1.77 -2.75 2.60
C 2.39 -1.49 2.53
C 3.92 -1.74 2.17
N 4.03 -2.71 0.95
H 3.52 -3.54 1.23
H 3.55 -2.30 0.16
C 5.46 -3.04 0.41
C 5.84 -4.42 1.05
O 4.86 -5.42 0.78
C 4.87 -6.60 1.56
H -0.18 -2.17 2.49
H 0.46 -2.05 4.06
H 0.08 -3.73 3.34
H 2.30 -0.91 3.45
H 2.00 -0.89 1.71
H 4.47 -2.27 2.95
H 4.39 -0.85 1.76
H 6.13 -2.31 0.88
H 5.36 -3.05 -0.67
H 6.06 -4.28 2.11
H 6.81 -4.81 0.74
H 3.95 -7.16 1.38
H 4.95 -6.45 2.64
H 5.70 -7.19 1.18
C 0.22 -4.29 0.00
O 1.50 -4.97 -0.30
C 1.81 -4.81 -1.68
C 3.13 -5.47 -1.95
N 3.11 -6.99 -1.49
H 4.08 -7.28 -1.40
H 2.79 -6.92 -0.54
C 2.15 -7.97 -2.15
C 2.18 -9.23 -1.39
O 2.19 -8.90 -0.01
C 2.72 -9.85 0.91
H -0.72 -4.71 -0.35
H 0.31 -3.23 -0.25
H 0.14 -4.09 1.07
H 2.04 -3.83 -2.10
H 1.17 -5.37 -2.36
H 3.99 -4.98 -1.51
H 3.25 -5.57 -3.03
H 2.23 -8.16 -3.21
H 1.19 -7.49 -1.95
H 3.09 -9.73 -1.71
H 1.30 -9.80 -1.69
H 3.77 -10.06 0.70
H 2.10 -10.73 1.04
H 2.86 -9.32 1.85
B -2.85 4.30 4.65
F -4.14 4.22 4.06
F -1.91 4.02 3.71
F -2.63 5.55 5.20
F -2.81 3.36 5.68
```

As for the strongest force on any atom: 0.0746 Eh/bohr. As for the net charge: +6. The multiplicity is 2. As for the orbital gap (spin up / spin down): 6.4828 / 3.0965 eV. Its lowest unoccupied orbital energy (spin up / spin down) is -0.468 / -0.593 Eh. Its expectation value of S² is 0.75. Its HOMO energy (spin up / spin down) is -19.22 / -19.22 eV.

2.
Molecular formula: C45H127N9O29P8
Method: DFT, wB97M-V/def2-TZVPD

The geometry in XYZ format:
```
218
Properties=species:S:1:pos:R:3
C -2.91 -1.40 5.83
N -3.89 -1.22 4.81
C -5.03 -2.11 4.92
P -3.57 -0.36 3.41
O -2.18 0.17 3.48
N -3.75 -1.23 2.00
C -2.52 -1.74 1.37
C -4.94 -1.90 1.52
N -4.86 0.69 3.33
C -5.29 1.29 2.05
C -5.18 1.37 4.61
H -3.15 -1.04 6.80
H -1.99 -0.95 5.48
H -2.69 -2.43 6.05
H -4.68 -3.07 5.30
H -5.50 -2.32 3.95
H -5.72 -1.82 5.73
H -2.53 -1.49 0.29
H -1.66 -1.23 1.77
H -2.52 -2.84 1.57
H -4.92 -2.99 1.71
H -5.85 -1.48 1.95
H -4.97 -1.84 0.41
H -6.37 1.29 1.90
H -4.92 2.35 1.99
H -4.80 0.79 1.23
H -4.28 1.49 5.15
H -5.98 0.90 5.18
H -5.44 2.43 4.47
C -5.79 1.99 -5.17
N -5.54 2.83 -4.01
C -4.66 3.98 -4.13
P -5.98 2.24 -2.50
O -5.52 3.17 -1.46
N -7.59 2.00 -2.77
C -8.37 1.12 -1.89
C -8.39 2.86 -3.60
N -5.44 0.68 -2.18
C -4.14 0.52 -1.51
C -5.91 -0.51 -2.85
H -6.71 1.39 -5.02
H -4.92 1.39 -5.38
H -5.99 2.53 -6.09
H -4.47 4.36 -3.11
H -5.09 4.78 -4.77
H -3.68 3.73 -4.54
H -8.62 0.19 -2.39
H -7.71 0.70 -1.12
H -9.20 1.66 -1.44
H -7.77 3.53 -4.19
H -8.89 2.30 -4.38
H -9.12 3.42 -3.02
H -3.28 0.27 -2.15
H -3.94 1.44 -0.95
H -4.30 -0.19 -0.71
H -6.28 -1.21 -2.10
H -5.19 -1.04 -3.43
H -6.82 -0.29 -3.40
C 0.65 -2.01 -5.17
N -0.61 -1.98 -4.37
C -1.34 -0.71 -4.33
P -1.40 -3.47 -4.47
O -1.83 -4.17 -5.70
N -0.22 -4.39 -3.69
C -0.21 -5.84 -3.91
C 0.58 -3.87 -2.60
N -2.75 -3.17 -3.47
C -2.37 -2.78 -2.08
C -3.96 -3.91 -3.65
H 0.48 -2.01 -6.26
H 1.22 -2.90 -4.96
H 1.26 -1.16 -4.83
H -1.39 -0.21 -5.27
H -0.85 -0.03 -3.63
H -2.32 -0.91 -3.85
H 0.84 -6.24 -3.93
H -0.60 -6.38 -3.08
H -0.74 -6.05 -4.84
H 0.27 -4.26 -1.62
H 1.64 -4.07 -2.79
H 0.54 -2.78 -2.57
H -2.20 -3.64 -1.44
H -1.56 -2.06 -2.07
H -3.22 -2.27 -1.60
H -3.80 -4.58 -4.47
H -4.85 -3.32 -3.89
H -4.29 -4.50 -2.80
C 0.34 0.79 5.49
O 1.67 0.56 5.11
P 2.92 1.18 5.87
O 4.17 1.01 5.12
O 2.45 2.65 6.13
C 3.29 3.78 6.41
O 2.97 0.62 7.36
C 3.76 -0.50 7.64
H -0.28 0.14 4.86
H 0.08 1.81 5.52
H 0.16 0.40 6.49
H 2.81 4.69 6.03
H 4.30 3.66 6.02
H 3.40 3.82 7.49
H 3.44 -1.44 7.18
H 3.86 -0.64 8.72
H 4.74 -0.38 7.19
C 7.86 -1.56 5.06
O 6.68 -1.99 5.66
P 5.79 -3.02 4.89
O 4.52 -3.23 5.61
O 5.61 -2.54 3.43
C 4.97 -1.30 3.21
O 6.76 -4.30 4.74
C 6.61 -5.29 5.80
H 8.20 -2.26 4.33
H 8.65 -1.41 5.79
H 7.82 -0.65 4.50
H 5.57 -0.53 3.68
H 3.95 -1.33 3.58
H 4.92 -1.05 2.15
H 7.50 -5.91 5.86
H 5.78 -5.96 5.54
H 6.40 -4.76 6.74
C 2.08 1.40 -2.75
O 2.03 1.29 -1.27
P 1.43 0.04 -0.57
O 1.96 -1.22 -1.14
O 1.87 0.40 0.88
C 1.08 -0.16 1.97
O -0.16 0.24 -0.65
C -0.72 1.38 -0.11
H 1.12 1.25 -3.16
H 2.84 0.69 -3.10
H 2.34 2.46 -2.85
H 0.97 -1.24 1.95
H 0.12 0.27 2.10
H 1.59 0.12 2.87
H -1.41 1.20 0.67
H -1.29 1.88 -0.89
H 0.09 2.04 0.18
C 3.88 -2.61 -3.41
O 5.19 -2.09 -3.11
P 5.49 -0.54 -3.16
O 4.87 0.05 -4.36
O 4.97 0.07 -1.84
C 5.18 -0.63 -0.64
O 7.04 -0.52 -3.22
C 7.67 0.67 -3.84
H 4.15 -3.64 -3.65
H 3.56 -2.06 -4.28
H 3.21 -2.52 -2.55
H 5.37 -1.69 -0.82
H 4.23 -0.69 -0.17
H 6.04 -0.31 -0.13
H 8.71 0.37 -4.04
H 7.58 1.57 -3.25
H 7.24 0.87 -4.80
C 2.98 7.31 -8.29
O 3.75 6.09 -8.11
P 3.93 5.39 -6.72
O 3.94 6.31 -5.57
O 2.86 4.23 -6.60
C 2.83 3.44 -5.41
O 5.30 4.67 -6.84
C 6.51 5.37 -6.39
H 3.38 7.79 -9.19
H 3.09 7.93 -7.39
H 1.97 7.07 -8.48
H 3.28 3.90 -4.53
H 3.40 2.54 -5.62
H 1.78 3.14 -5.18
H 6.44 6.43 -6.16
H 7.21 5.23 -7.20
H 6.91 4.99 -5.47
C -0.45 4.32 -3.94
O -1.08 3.71 -2.83
C -1.58 4.67 -1.90
C -0.50 5.40 -1.12
O 0.24 4.45 -0.35
C 1.36 5.03 0.29
C 2.04 3.89 1.04
O 3.01 4.37 1.94
C 3.55 3.27 2.68
H -0.20 3.54 -4.67
H 0.53 4.67 -3.70
H -1.11 5.04 -4.40
H -2.22 4.13 -1.17
H -2.30 5.38 -2.38
H -1.02 6.08 -0.43
H 0.22 5.92 -1.78
H 0.99 5.79 0.99
H 1.99 5.58 -0.42
H 2.57 3.21 0.38
H 1.26 3.33 1.54
H 4.34 3.74 3.29
H 4.16 2.59 2.03
H 2.75 2.72 3.13
C -4.42 -6.00 4.68
O -3.50 -5.09 4.14
C -2.30 -5.02 4.92
C -1.28 -4.13 4.25
O -0.22 -4.01 5.18
C 0.82 -3.14 4.76
C 1.65 -3.72 3.64
O 1.04 -3.32 2.42
C 1.67 -4.06 1.34
H -4.05 -6.99 4.44
H -5.34 -5.88 4.09
H -4.55 -5.84 5.75
H -1.87 -6.01 5.18
H -2.55 -4.47 5.85
H -1.77 -3.17 4.04
H -0.86 -4.48 3.30
H 1.54 -2.97 5.60
H 0.52 -2.17 4.36
H 1.65 -4.79 3.60
H 2.67 -3.37 3.65
H 2.76 -3.98 1.26
H 1.24 -3.77 0.38
H 1.46 -5.13 1.43
```

As for the strongest force on any atom: 0.0808 Eh/bohr. The multiplicity is 1. As for the orbital gap: 8.7676 eV. Its lowest unoccupied orbital energy is 0.020 Eh. Its HOMO energy is -8.22 eV. The SMILES is CN(C)P(=O)(N(C)C)N(C)C.CN(C)P(=O)(N(C)C)N(C)C.CN(C)P(=O)(N(C)C)N(C)C.COP(=O)(OC)OC.COP(=O)(OC)OC.COP(=O)(OC)OC.COP(=O)(OC)OC.COP(=O)(OC)OC.COCCOCCOC.COCCOCCOC.

3.
Molecular formula: C45H27I4N6O2Tl
Method: DFT, wB97M-V/def2-TZVPD

The geometry in XYZ format:
```
85
Properties=species:S:1:pos:R:3
Tl 0.05 -0.21 -0.36
I 8.59 -4.77 -0.13
C 6.76 -3.78 0.07
C 6.31 -2.94 -0.95
C 5.10 -2.29 -0.81
C 4.31 -2.45 0.34
C 4.79 -3.29 1.34
C 6.01 -3.96 1.22
C 3.02 -1.74 0.45
C 1.88 -2.48 0.71
C 1.78 -3.91 0.87
C 0.50 -4.19 1.22
C -0.25 -2.95 1.24
C -1.64 -2.79 1.48
C -2.29 -3.62 2.49
C -3.66 -3.48 2.83
C -4.28 -4.27 3.78
C -3.56 -5.23 4.47
I -4.52 -6.47 5.87
C -2.20 -5.34 4.25
C -1.58 -4.54 3.31
C -2.44 -1.77 0.76
N -2.01 -0.50 0.44
C -3.03 0.16 -0.20
C -2.96 1.54 -0.66
C -4.23 2.15 -1.13
C -5.38 2.11 -0.33
C -6.57 2.68 -0.75
C -6.64 3.30 -1.99
I -8.44 4.16 -2.63
C -5.52 3.34 -2.81
C -4.34 2.76 -2.38
C -1.82 2.35 -0.70
C -1.77 3.77 -0.99
C -0.48 4.17 -0.84
C 0.32 3.01 -0.47
N -0.54 1.94 -0.39
C 1.69 3.00 -0.26
C 2.51 1.84 0.01
C 3.89 1.81 0.32
C 4.26 0.48 0.49
C 3.10 -0.30 0.29
N 2.06 0.55 0.00
C 2.40 4.30 -0.32
C 3.48 4.51 -1.20
C 4.14 5.73 -1.27
C 3.72 6.77 -0.46
I 4.70 8.62 -0.57
C 2.67 6.60 0.42
C 2.03 5.37 0.49
C -4.12 -0.71 -0.32
C -3.74 -1.92 0.27
N 0.62 -1.95 0.91
H 6.90 -2.81 -1.85
H 4.73 -1.65 -1.60
H 4.22 -3.40 2.26
H 6.36 -4.59 2.02
H 2.57 -4.62 0.68
H 0.08 -5.17 1.35
H -4.24 -2.71 2.35
H -5.34 -4.12 3.98
H -1.60 -6.03 4.84
H -0.50 -4.59 3.25
H -5.33 1.63 0.64
H -7.45 2.65 -0.11
H -5.57 3.81 -3.78
H -3.47 2.78 -3.02
H -2.61 4.39 -1.24
H -0.10 5.17 -0.99
H 4.53 2.68 0.45
H 5.23 0.10 0.75
H 3.79 3.69 -1.84
H 4.96 5.86 -1.96
H 2.36 7.41 1.07
H 1.21 5.23 1.19
H -5.07 -0.48 -0.78
H -4.34 -2.82 0.33
N -1.32 -0.24 -2.61
N -0.52 -0.75 -3.64
C 0.57 -1.59 -3.27
O 1.02 -2.30 -4.17
O 0.98 -1.49 -2.07
H -2.15 -0.80 -2.42
H -1.59 0.72 -2.79
H -1.01 -1.12 -4.44
```

As for the strongest force on any atom: 0.0112 Eh/bohr. As for the net charge: -2. The multiplicity is 1. As for the orbital gap (spin up / spin down): 3.7594 / 3.6214 eV. Its lowest unoccupied orbital energy (spin up / spin down) is 0.110 / 0.110 Eh. Its HOMO energy (spin up / spin down) is -0.76 / -0.62 eV.

Calculated calculated total energy, -101215.4421; -195835.6525; -97236.5666 eV (same order as the records).